{"formula": "C5H8N2O", "method": "wB97M-V/def2-TZVPD", "charge": 0, "gap_ev": 9.32, "e_homo_ev": -9.0, "lumo_energy_ev": 0.4, "relative_energy_ev": 3.7664, "symbols": ["O", "H", "H", "N", "H", "H", "C", "C", "H", "C", "N", "C", "H", "H", "C", "H"], "positions_angstrom": [[1.425, 0.863, -0.869], [0.696, -2.801, 0.713], [-1.906, -0.416, -1.059], [0.000, -2.768, -0.033], [-0.361, -0.124, 1.845], [-1.505, 1.652, 0.371], [-0.427, -1.737, -0.478], [0.483, -0.083, 1.156], [-0.632, 2.533, -0.915], [0.366, 0.761, -0.252], [1.560, -0.665, 1.458], [-0.526, 1.963, 0.009], [-0.505, -0.577, -2.218], [2.262, -0.515, 0.721], [-0.870, -0.691, -1.207], [-0.061, 2.604, 0.757]]}

=====

{"formula": "AlH10O5", "method": "wB97M-V/def2-TZVPD", "charge": 2, "gap_ev": [10.28, 5.19], "s_squared": 0.754, "multiplicity": 2, "e_homo_ev": [-19.6, -19.5], "lumo_energy_ev": [-9.3, -14.3], "relative_energy_ev": 0.2663, "symbols": ["H", "H", "H", "H", "H", "H", "O", "O", "O", "O", "Al", "O", "H", "H", "H", "H"], "positions_angstrom": [[-1.373, 2.074, 0.094], [3.238, 2.306, 0.449], [0.698, -2.229, -2.887], [-1.623, -1.159, 2.080], [-0.647, -1.404, 3.212], [-2.198, -0.897, -0.257], [-0.939, 1.403, 0.622], [1.015, -1.402, -2.524], [-0.687, -1.197, 2.278], [2.282, 2.306, 0.397], [1.319, -0.524, 0.238], [-1.410, -1.296, -0.628], [-1.348, 1.475, 1.484], [1.335, -0.914, -3.283], [2.055, 3.201, 0.143], [-1.716, -1.743, -1.417]]}

=====

{"formula": "C18H28Cl16N", "method": "wB97M-V/def2-TZVPD", "charge": 1, "gap_ev": 9.18, "e_homo_ev": -12.9, "lumo_energy_ev": -3.7, "symbols": ["H", "H", "Cl", "H", "H", "H", "C", "H", "Cl", "Cl", "C", "Cl", "C", "H", "Cl", "C", "C", "C", "C", "H", "Cl", "Cl", "H", "C", "Cl", "H", "H", "H", "H", "H", "Cl", "Cl", "C", "H", "H", "C", "H", "C", "H", "Cl", "C", "H", "Cl", "Cl", "C", "H", "H", "C", "C", "C", "N", "C", "H", "Cl", "H", "H", "Cl", "C", "H", "Cl", "H", "H", "H"], "positions_angstrom": [[1.332, 1.999, -0.123], [-0.660, 0.547, -0.277], [8.813, 6.205, 1.618], [-3.271, 0.999, -1.594], [-5.517, 3.059, -1.769], [1.195, -3.702, 1.250], [5.649, 2.722, -1.147], [-2.633, -0.670, 0.185], [-3.790, -1.706, 6.251], [3.362, 0.529, -3.593], [-3.870, -1.065, -1.528], [-3.684, -0.789, 3.518], [-4.162, 0.403, -1.836], [-4.284, -1.074, 0.597], [10.212, 4.519, 3.494], [-2.978, -1.890, 4.708], [8.758, 5.474, 3.223], [0.689, -0.495, 1.161], [0.509, -3.054, 0.700], [-5.983, 2.820, -0.092], [3.709, 1.117, -6.391], [7.335, 4.407, 3.320], [0.320, -0.771, -0.933], [1.459, 1.006, -0.560], [-1.255, -1.498, 4.891], [-1.296, -2.245, -0.990], [-5.539, 0.463, -0.162], [-1.146, -4.349, 1.132], [1.066, -2.720, -0.187], [-0.286, -4.743, -0.333], [8.621, 6.726, 4.449], [1.612, -0.676, -5.549], [-1.742, -3.158, -0.580], [-4.282, 2.770, -0.554], [1.704, 1.110, -1.615], [-3.041, -2.779, 0.159], [-6.270, 0.767, -1.711], [2.175, -0.436, 1.079], [-2.943, -2.964, 1.233], [-3.132, -3.552, 4.135], [0.142, -1.855, 1.599], [-4.738, -1.685, -1.781], [1.415, 2.144, -4.972], [6.223, 3.306, 0.406], [-0.681, -3.906, 0.245], [-1.985, -3.763, -1.455], [-4.300, 0.503, -2.916], [-3.470, -1.333, -0.081], [0.312, 0.063, -0.230], [-5.292, 2.487, -0.866], [2.584, 0.348, 0.160], [-5.383, 0.984, -1.111], [-0.941, -1.768, 1.716], [5.649, 0.921, -1.114], [2.889, -0.960, 1.707], [-3.059, -1.401, -2.183], [3.998, 3.289, -1.421], [2.520, 0.777, -5.146], [-3.847, -3.439, -0.179], [6.691, 3.249, -2.445], [0.422, 0.249, 1.931], [0.527, -2.029, 2.607], [3.568, 0.521, -0.056]]}

=====

{"formula": "C30H37BrF6N2O5", "method": "wB97M-V/def2-TZVPD", "charge": 0, "gap_ev": 7.11, "e_homo_ev": -7.9, "lumo_energy_ev": -0.8, "symbols": ["H", "C", "C", "H", "H", "C", "H", "H", "C", "C", "C", "O", "H", "C", "C", "C", "F", "C", "Br", "H", "C", "H", "H", "H", "C", "F", "H", "H", "C", "C", "H", "C", "C", "H", "H", "C", "N", "C", "F", "H", "H", "H", "C", "H", "C", "H", "N", "F", "C", "C", "C", "F", "O", "C", "H", "H", "H", "H", "H", "H", "C", "H", "O", "C", "H", "H", "O", "H", "H", "H", "H", "C", "C", "O", "H", "C", "F", "H", "H", "H", "C"], "positions_angstrom": [[-4.936, -4.929, -6.084], [2.531, -0.997, 1.706], [-1.470, 0.252, 2.092], [-1.349, -0.176, -2.017], [3.658, 4.685, 2.742], [-2.551, -1.780, -5.825], [-0.223, 0.770, -2.979], [-0.118, 3.865, 5.187], [-0.834, 0.476, 0.914], [1.216, -1.317, 4.149], [2.608, -1.474, 4.108], [0.529, -0.815, -0.523], [-0.025, 2.596, 2.791], [-1.740, 3.025, 4.029], [-3.936, -4.541, -5.883], [-1.723, -3.094, -3.965], [3.040, 1.953, 0.372], [4.157, 1.553, 1.026], [0.356, -1.494, 5.827], [4.462, -1.583, 5.105], [3.422, -1.791, 5.329], [-1.881, 0.968, 4.608], [-4.189, -3.940, -3.826], [1.017, 2.763, -0.861], [3.330, -0.861, 0.448], [3.909, 1.466, 2.342], [-3.544, -4.149, -6.822], [-0.636, -3.833, -5.720], [-3.725, -0.991, -6.383], [-4.013, -3.463, -4.792], [3.125, -1.122, 6.128], [3.238, -1.311, 2.874], [-0.863, -4.133, -4.697], [-2.126, -2.397, -6.633], [-3.414, 1.761, 4.421], [-2.435, 1.643, 3.964], [-1.208, 1.433, 0.039], [-0.881, 3.098, 5.304], [4.946, 0.337, -0.808], [-1.338, -5.113, -4.720], [-2.480, 3.819, 4.096], [-3.468, 0.308, 2.690], [0.495, -0.999, 2.995], [-4.908, -2.862, -4.971], [-2.654, 1.024, 2.577], [4.305, -1.446, 2.841], [-2.887, -2.557, -4.647], [5.306, 2.999, -0.469], [5.231, 2.649, 0.827], [4.966, 3.923, 1.671], [0.304, -0.425, 0.591], [5.528, -0.375, 1.167], [-1.737, -1.480, 3.652], [0.070, 2.894, -1.370], [-1.391, 3.332, 1.912], [-1.769, -1.070, -5.540], [-1.464, 3.350, 6.186], [-4.153, -0.337, -5.622], [-3.388, -0.371, -7.215], [-3.321, -5.387, -5.581], [-0.829, 3.328, 2.839], [-2.971, 1.758, 1.846], [3.685, 4.199, 1.906], [-0.752, 1.669, -1.146], [-1.888, 1.287, -2.887], [3.296, -2.820, 5.639], [5.877, 4.569, 2.049], [0.195, 3.106, -2.426], [-1.079, -2.248, -3.702], [-0.470, 3.726, -0.926], [-0.374, 4.305, 2.974], [1.145, -0.824, 1.766], [-0.998, -0.805, 2.977], [3.186, -1.499, -0.537], [-2.043, -3.517, -3.009], [4.513, 0.175, 0.444], [6.421, 2.166, 1.206], [-0.375, 2.154, 5.486], [-4.514, -1.640, -6.764], [0.088, -4.251, -4.174], [-1.084, 0.827, -2.316]]}

=====

It is found that the max |F| values, taken in the order of the records, are 4.35 2.66 0.28 2.11 eV/A.